No. 1
# C6H14BiClOTl

C6H14BiClOTl as an isolated structure in a non-equilibrium geometry (ωB97M-V/def2-TZVPD, the Open Molecules 2025 dataset).

Last column: Löwdin charge in e.
CARTESIAN COORDINATES (ANGSTROEM)
Bi (-0.62, 3.69, 0.39)  1.223
Cl (-2.21, 1.75, 1.16)  -0.088
C (-2.18, 4.88, -0.79)  -0.399
C (-1.51, 4.73, 2.22)  -0.421
H (-2.19, 5.94, -0.50)  -0.019
H (-1.96, 4.76, -1.87)  -0.028
H (-3.16, 4.42, -0.52)  -0.015
H (-1.58, 5.83, 2.12)  -0.020
H (-0.91, 4.42, 3.09)  -0.025
H (-2.54, 4.31, 2.26)  -0.039
Tl (-0.37, 0.07, -0.13)  0.527
C (-1.56, 0.05, -1.88)  -0.328
C (1.54, 0.69, -0.02)  -0.464
H (-1.61, 1.08, -2.26)  -0.041
H (-1.07, -0.61, -2.62)  -0.026
H (-2.56, -0.33, -1.61)  -0.026
H (2.16, 0.62, 0.89)  -0.140
H (2.13, 0.84, -0.95)  -0.141
C (0.24, -1.99, 2.34)  -0.122
C (-0.66, -1.84, 1.16)  -0.538
O (-1.54, -2.51, 0.69)  -0.065
H (0.92, -1.13, 2.40)  0.049
H (0.79, -2.93, 2.29)  0.070
H (-0.37, -2.05, 3.26)  0.073

Its net charge is -1. As for the spin multiplicity: 1. For the HOMO-LUMO gap (spin up / spin down), the calculation gives 4.182 / 4.170 eV. As for the LUMO energy (spin up / spin down): 2.3 / 2.3 eV. Its electronic energy is -1159.355266 hartree.

=====

No. 2
# C4H3N3O

A 2-piece molecular cluster, C4H3N3O overall in a non-equilibrium geometry (ωB97M-V/def2-TZVPD, the Open Molecules 2025 dataset).

Last column: natural (NBO) charge in e.
CARTESIAN COORDINATES (ANGSTROEM)
C (2.36, 0.68, 0.03)  0.403
C (-1.28, 0.24, 0.07)  -0.402
C (-1.69, -1.05, 0.27)  0.170
C (0.12, -0.01, -0.28)  0.307
N (3.49, 0.56, 0.20)  -0.336
N (0.48, -1.27, -0.27)  -0.141
N (1.10, 0.94, -0.17)  -0.626
O (-0.74, -1.95, -0.06)  -0.289
H (-2.01, 1.03, 0.16)  0.252
H (-2.70, -1.41, 0.58)  0.219
H (0.86, 2.25, -0.54)  0.442

Its net charge is 0. As for the spin multiplicity: 1. For the HOMO-LUMO gap, the calculation gives 8.964 eV. Its energy above the lowest of the compared OMol25 structures with the same formula, charge and spin is 84.6 kcal/mol. As for the LUMO energy: -0.6 eV. Its electronic energy is -393.584541 hartree.

=====

No. 3
# CH7N3

A 2-piece molecular cluster, CH7N3 overall in a non-equilibrium geometry (ωB97M-V/def2-TZVPD, the Open Molecules 2025 dataset).

Last column: natural (NBO) charge in e.
CARTESIAN COORDINATES (ANGSTROEM)
N (1.57, 0.79, -1.45)  -1.110
H (1.82, 1.66, -0.95)  0.371
H (2.32, 0.10, -1.43)  0.386
H (1.19, 1.06, -2.36)  0.373
N (-1.11, -0.08, -0.10)  -0.830
C (-1.15, -0.72, 1.11)  0.275
N (-0.11, -1.22, 1.69)  -0.728
H (-1.81, 0.72, -0.15)  0.372
H (-0.20, 0.18, -0.43)  0.420
H (-2.13, -0.83, 1.51)  0.136
H (-0.38, -1.65, 2.58)  0.334

Its net charge is 0. As for the spin multiplicity: 1. For the HOMO-LUMO gap, the calculation gives 9.965 eV. Its energy above the lowest of the compared OMol25 structures with the same formula, charge and spin is 4.4 kcal/mol. As for the LUMO energy: 1.0 eV. Its electronic energy is -206.557472 hartree. The SMILES is [H]/N=C/N.N.

=====

No. 4
# C6H7NO4P

An isolated ion of composition C6H7NO4P and charge +1 in a non-equilibrium geometry (ωB97M-V/def2-TZVPD, the Open Molecules 2025 dataset).

Last column: natural (NBO) charge in e.
CARTESIAN COORDINATES (ANGSTROEM)
O (-0.91, -3.10, 2.33)  -0.475
C (-0.60, -1.94, 2.33)  0.752
O (-0.43, -1.22, 3.46)  -0.637
C (-0.39, -1.14, 1.04)  -0.031
C (0.80, -1.28, 0.35)  -0.204
C (0.96, -0.52, -0.77)  0.077
N (0.00, 0.31, -1.15)  -0.550
P (0.26, 1.32, -2.67)  1.550
O (1.87, 1.63, -2.56)  -0.939
O (-0.42, 2.73, -2.21)  -0.944
C (-1.16, 0.44, -0.51)  0.076
C (-1.39, -0.29, 0.61)  -0.203
H (0.13, -0.45, 3.28)  0.490
H (1.55, -1.98, 0.70)  0.270
H (1.89, -0.63, -1.33)  0.264
H (1.99, 2.13, -1.74)  0.485
H (0.08, 3.08, -1.45)  0.488
H (-1.90, 1.13, -0.91)  0.261
H (-2.31, -0.23, 1.19)  0.271

Its net charge is +1. As for the spin multiplicity: 1. For the HOMO-LUMO gap, the calculation gives 9.518 eV. Its energy above the lowest of the compared OMol25 structures with the same formula, charge and spin is 0.0 kcal/mol. As for the LUMO energy: -5.0 eV. Its electronic energy is -929.711862 hartree. The SMILES is O=C(O)c1cc[n+](P(O)O)cc1.

=====

No. 5
# C2H4BFO

C2H4BFO in the gas phase in a non-equilibrium geometry (ωB97M-V/def2-TZVPD, the Open Molecules 2025 dataset).

Last column: natural (NBO) charge in e.
CARTESIAN COORDINATES (ANGSTROEM)
B (-0.17, -0.87, -1.13)  0.478
C (-0.44, 0.96, 0.74)  0.372
C (0.61, -0.04, 0.39)  -0.115
O (-1.24, 0.89, 1.63)  -0.510
F (0.87, -0.95, 1.37)  -0.344
H (-0.55, -0.19, -1.98)  -0.100
H (-0.17, -2.03, -1.09)  -0.085
H (-0.45, 1.80, 0.00)  0.104
H (1.54, 0.42, 0.07)  0.199

Its net charge is 0. As for the spin multiplicity: 1. For the HOMO-LUMO gap, the calculation gives 9.240 eV. Its energy above the lowest of the compared OMol25 structures with the same formula, charge and spin is 47.3 kcal/mol. As for the LUMO energy: -0.7 eV. Its electronic energy is -278.474740 hartree. The SMILES is B[C@H](F)C=O.

=====

No. 6
# C5H8O

C5H8O as an isolated structure (ωB97M-V/def2-TZVPD, the Open Molecules 2025 dataset).

Last column: natural (NBO) charge in e.
CARTESIAN COORDINATES (ANGSTROEM)
C (0.21, -1.62, -1.79)  -0.418
C (-0.03, -2.02, -0.55)  -0.369
C (-0.40, 0.23, 1.49)  -0.026
C (0.63, 1.07, 1.04)  -0.282
C (-0.38, 1.89, 0.30)  -0.116
O (-1.38, 1.01, 0.85)  -0.511
H (-0.60, -1.40, -2.48)  0.193
H (1.22, -1.49, -2.17)  0.189
H (0.78, -2.24, 0.15)  0.194
H (-1.04, -2.14, -0.16)  0.204
H (1.71, 1.03, 1.14)  0.236
H (0.14, 0.91, 2.37)  0.287
H (-0.53, 2.92, 0.63)  0.207
H (-0.32, 1.84, -0.80)  0.212

Its net charge is 0. As for the spin multiplicity: 1. For the HOMO-LUMO gap, the calculation gives 9.851 eV. Its energy above the lowest of the compared OMol25 structures with the same formula, charge and spin is 139.2 kcal/mol. As for the LUMO energy: 0.9 eV. Its electronic energy is -270.336110 hartree.

=====

No. 7
# C26H72O10

A 10-piece molecular cluster, C26H72O10 overall in a non-equilibrium geometry (ωB97M-V/def2-TZVPD, the Open Molecules 2025 dataset).

Last column: Löwdin charge in e.
CARTESIAN COORDINATES (ANGSTROEM)
C (33.64, 13.21, 7.31)  -0.151
O (33.17, 13.21, 5.94)  -0.109
H (34.27, 12.41, 7.62)  0.065
H (32.85, 13.25, 8.09)  0.037
H (34.13, 14.15, 7.53)  0.074
H (32.56, 13.93, 5.84)  0.069
C (31.93, 12.10, 10.96)  -0.129
O (31.04, 11.00, 10.99)  -0.142
H (31.37, 12.97, 11.36)  0.074
H (32.28, 12.27, 9.93)  0.065
H (32.79, 11.92, 11.62)  0.077
H (30.33, 11.32, 11.52)  0.018
C (27.54, 14.27, 12.02)  -0.001
C (28.92, 13.67, 12.13)  -0.673
C (29.69, 14.30, 13.30)  -0.040
O (29.00, 12.45, 12.24)  0.008
H (27.01, 13.62, 11.32)  0.091
H (27.50, 15.20, 11.66)  0.012
H (27.06, 14.22, 13.01)  0.103
H (29.50, 14.09, 11.27)  0.118
H (29.34, 13.83, 14.22)  0.078
H (29.48, 15.42, 13.37)  0.101
H (30.78, 14.10, 13.25)  0.076
H (28.57, 12.25, 13.06)  0.129
C (30.93, 16.63, 10.83)  -0.004
C (29.64, 17.46, 10.95)  -0.602
C (29.79, 18.76, 10.19)  -0.026
O (28.60, 16.92, 10.50)  0.009
H (31.15, 16.50, 9.79)  0.065
H (30.83, 15.61, 11.22)  0.056
H (31.78, 17.04, 11.31)  0.080
H (29.44, 17.73, 11.97)  0.137
H (28.98, 19.43, 10.40)  0.080
H (29.84, 18.57, 9.12)  0.098
H (30.68, 19.26, 10.42)  0.061
H (27.86, 17.34, 10.89)  0.126
C (31.59, 11.55, 14.55)  -0.024
C (31.36, 10.08, 14.37)  -0.689
C (32.60, 9.24, 14.43)  -0.020
O (30.58, 9.64, 15.24)  0.029
H (31.98, 11.71, 15.52)  0.075
H (30.67, 12.09, 14.60)  0.047
H (32.29, 11.92, 13.76)  0.095
H (30.84, 10.00, 13.41)  0.103
H (33.04, 9.27, 15.44)  0.105
H (33.32, 9.40, 13.68)  0.053
H (32.30, 8.19, 14.19)  0.083
H (29.69, 9.99, 15.05)  0.125
C (28.12, 13.61, 7.32)  -0.010
C (28.83, 14.46, 8.35)  -0.595
C (30.16, 13.79, 8.64)  -0.036
O (29.11, 15.67, 8.08)  -0.014
H (28.76, 13.26, 6.49)  0.080
H (27.16, 13.93, 6.97)  0.081
H (27.83, 12.72, 7.86)  0.041
H (28.24, 14.62, 9.24)  0.122
H (30.92, 14.58, 9.05)  0.099
H (30.70, 13.26, 7.83)  0.069
H (30.01, 13.00, 9.41)  0.061
H (29.10, 16.13, 8.97)  0.079
C (30.52, 7.52, 12.17)  -0.036
C (29.28, 8.05, 11.46)  -0.617
C (28.49, 8.97, 12.41)  -0.032
O (29.45, 8.54, 10.35)  0.038
H (31.32, 8.27, 12.03)  0.069
H (30.75, 6.60, 11.70)  0.058
H (30.42, 7.23, 13.21)  0.087
H (28.68, 7.11, 11.35)  0.156
H (28.58, 8.52, 13.41)  0.078
H (27.45, 9.08, 12.22)  0.061
H (28.86, 9.97, 12.65)  0.046
H (30.04, 9.29, 10.33)  0.073
C (27.79, 11.06, 9.78)  -0.033
C (26.40, 10.64, 9.38)  -0.601
C (26.36, 9.16, 9.07)  -0.027
O (25.55, 10.89, 10.29)  0.030
H (28.12, 10.71, 10.74)  0.043
H (27.94, 12.14, 9.90)  0.064
H (28.47, 10.64, 9.03)  0.076
H (26.14, 11.21, 8.54)  0.124
H (27.18, 8.93, 8.42)  0.071
H (25.40, 8.90, 8.56)  0.100
H (26.50, 8.51, 9.96)  0.091
H (25.02, 10.12, 10.42)  0.090
C (31.24, 10.43, 7.49)  -0.027
C (30.04, 10.64, 6.62)  -0.687
C (30.38, 11.21, 5.28)  -0.035
O (29.25, 9.67, 6.53)  0.029
H (31.55, 9.36, 7.50)  0.088
H (30.97, 10.50, 8.57)  0.063
H (32.10, 11.14, 7.30)  0.082
H (29.41, 11.32, 7.13)  0.086
H (31.27, 10.77, 4.84)  0.089
H (30.54, 12.32, 5.32)  0.080
H (29.56, 11.20, 4.62)  0.066
H (29.85, 8.93, 6.26)  0.143
C (33.33, 9.16, 9.71)  -0.042
C (34.39, 8.07, 9.85)  -0.665
C (33.79, 7.02, 10.77)  -0.038
O (34.75, 7.55, 8.80)  0.056
H (33.59, 9.96, 9.03)  0.066
H (33.18, 9.64, 10.68)  0.069
H (32.30, 8.85, 9.45)  0.076
H (35.30, 8.47, 10.30)  0.141
H (34.46, 6.19, 10.93)  0.076
H (32.76, 6.63, 10.53)  0.096
H (33.70, 7.59, 11.72)  0.069
H (35.00, 8.26, 8.23)  0.117

Its net charge is 0. As for the spin multiplicity: 1. For the HOMO-LUMO gap, the calculation gives 9.648 eV. Its energy above the lowest of the compared OMol25 structures with the same formula, charge and spin is 213.3 kcal/mol. As for the LUMO energy: 0.3 eV. Its electronic energy is -1785.810185 hartree. The SMILES is CC(C)O.CC(C)O.CC(C)O.CC(C)O.CC(C)O.CC(C)O.CC(C)O.CC(C)O.CO.CO.